# 1
DFT (ωB97M-V with the def2-TZVPD basis set) results for 4 unconnected molecules or ions with the total composition C2H12NO3 at a distorted geometry.

Last column: Mulliken charge in e.
Geometry (Å):
C1 -0.9039 -0.6735 0.8547  -0.176
C2 -1.8845 -1.3835 0.1970  -0.686
N1 -0.9393 0.8102 0.5685  -0.193
H1 -0.2186 -0.9666 1.5733  0.457
H2 -2.0622 -2.4359 0.4461  0.272
H3 -2.3216 -1.0912 -0.8005  0.265
H4 -0.9222 1.0346 -0.4701  0.299
H5 -0.1333 1.1696 1.0531  0.374
H6 -1.8845 1.3027 0.8486  0.446
H7 2.3645 2.0843 1.3416  0.328
H8 2.1000 0.6013 1.2826  0.316
O1 1.6344 1.4462 1.4180  -0.673
H9 2.9311 -1.4197 -0.6173  0.302
H10 2.0658 -1.8753 0.4666  0.312
O2 2.3621 -1.0650 0.0642  -0.613
H11 -1.1858 1.4291 -2.9741  0.306
H12 -0.2464 0.2089 -2.8715  0.282
O3 -0.7556 0.8236 -2.3809  -0.617

Results
HOMO energy   -14.4868 eV
Frontier orbital gap   11.17 eV
Net charge   +1
Strongest force on any atom   6.16 eV/Å
Lowest unoccupied orbital energy   -0.122 Ha

# 2
DFT (ωB97M-V with the def2-TZVPD basis set) results for 2 unconnected molecules or ions with the total composition C2H12NSi2 at a distorted geometry.

Last column: Mulliken charge in e.
Geometry (Å):
C1 -1.2038 -0.7000 -0.6446  -0.899
C2 0.7584 0.4267 -0.5856  -0.499
N1 -1.4974 -1.1798 0.6579  -0.105
Si1 0.2090 2.3221 -0.3279  0.464
Si2 1.9793 -0.7547 0.3855  0.471
H1 -1.1316 -1.3239 -1.5664  0.348
H2 -1.9975 0.1004 -0.7890  0.390
H3 0.7767 0.2358 -1.6084  0.450
H4 -1.5871 -0.3836 1.2365  0.379
H5 -0.7052 -1.6891 0.9977  0.154
H6 -2.2571 -1.8442 0.8717  0.378
H7 -0.5364 3.1631 -1.2584  -0.063
H8 -0.6856 2.0220 0.8792  -0.125
H9 1.5336 2.9200 0.1152  -0.072
H10 1.0158 -1.4080 1.3216  -0.178
H11 3.0570 0.0003 0.9209  -0.064
H12 2.2719 -1.9070 -0.6059  -0.028

Results
HOMO energy   -13.9373 eV
Frontier orbital gap   10.16 eV
Net charge   +1
Strongest force on any atom   4.95 eV/Å
Lowest unoccupied orbital energy   -0.139 Ha

# 3
DFT (ωB97M-V with the def2-TZVPD basis set) results for 2 unconnected molecules or ions with the total composition C2H12O2Si3 at a distorted geometry.

Last column: Mulliken charge in e.
Geometry (Å):
C1 -0.5418 -3.1437 0.0466  -0.842
C2 -1.6208 -2.4981 3.0948  -0.990
O1 1.2216 -2.5188 2.2394  -0.482
O2 0.6898 2.8243 -1.3056  0.086
Si1 0.9063 3.1106 -2.8607  0.307
Si2 0.4660 3.5520 0.1787  0.114
Si3 -0.3300 -2.2862 1.6634  0.257
H1 0.1243 -2.6082 -0.7040  0.252
H2 -0.3508 -4.2363 -0.0900  0.307
H3 -1.5219 -2.7636 -0.1754  0.295
H4 -2.4919 -1.8970 2.8995  0.313
H5 -2.0028 -3.5841 3.1632  0.307
H6 -1.1447 -2.2034 4.0665  0.288
H7 1.0931 -2.9447 3.1228  0.299
H8 1.9062 4.1495 -2.8597  -0.124
H9 -0.3149 3.7733 -3.6049  -0.106
H10 1.1283 1.8762 -3.4637  -0.125
H11 -0.3728 4.7756 0.0208  -0.087
H12 1.8280 4.2570 0.4569  -0.069

Results
HOMO energy (alpha / beta)   -8.5208 / -6.7779 eV
Frontier orbital gap (alpha / beta)   8.41 / 5.52 eV
Net charge   0
Strongest force on any atom   3.02 eV/Å
Lowest unoccupied orbital energy (alpha / beta)   -0.004 / -0.046 Ha

# 4
DFT (ωB97M-V with the def2-TZVPD basis set) results for 4 unconnected molecules or ions with the total composition C2H12O3S at a distorted geometry.

Last column: Mulliken charge in e.
Geometry (Å):
C1 -1.9508 0.7494 2.7058  -0.840
S1 -1.5776 1.5878 4.2542  -0.042
C2 -1.3887 3.3110 3.7519  -0.845
H1 -1.1394 0.4491 2.0135  0.268
H2 -2.5306 1.3620 2.0120  0.283
H3 -2.3896 -0.2229 2.8996  0.304
H4 -2.2972 3.8637 3.5255  0.305
H5 -1.0233 3.7955 4.6629  0.277
H6 -0.6584 3.4510 2.9593  0.291
H7 3.5494 -3.0989 -3.6771  0.319
H8 4.9849 -2.5196 -3.5886  0.312
O1 4.4804 -3.2937 -3.8029  -0.635
H9 0.6874 0.0952 -1.5851  0.319
H10 -0.6596 0.7473 -2.1353  0.322
O2 0.1565 0.2401 -2.3514  -0.637
H11 0.6400 -2.8437 -3.4360  0.326
H12 0.2724 -3.9231 -4.4963  0.323
O3 0.8440 -3.7505 -3.7121  -0.650

Results
HOMO energy   -8.7048 eV
Structure (SMILES)   CSC.O.O.O
Frontier orbital gap   8.94 eV
Net charge   0
Strongest force on any atom   1.83 eV/Å
Lowest unoccupied orbital energy   0.008 Ha

no.,E_tot (a.u.)
1,-363.6017
2,-716.7184
3,-1102.3032
4,-707.2686